Run a
Formula: CHFIPS
Source: OMol25
Level of theory: ωB97M-V with the def2-TZVPD basis set

Output
molecular weight: 222.0 g mol⁻¹
E_HOMO: -9.356 eV
SMILES string: FP(I)C=S

Geometry as ORCA input:
```
! RIJCOSX wB97M-V def2-TZVPD def2/J DEFGRID3
* xyz 0 1
I 3.39577 -0.01725 0.22410
S -0.37774 -2.22550 -0.49214
P 1.71305 -0.28010 -1.42767
F 1.16264 1.26900 -1.28117
C 0.45856 -0.82574 -0.24561
H 0.35914 -0.32687 0.65158
*
```

---

Run b
Formula: CHFIPS
Source: OMol25
Level of theory: ωB97M-V with the def2-TZVPD basis set

Output
molecular weight: 222.0 g mol⁻¹
E_HOMO: -9.438 eV
SMILES string: F[C@H]1SP1I

Geometry as ORCA input:
```
! RIJCOSX wB97M-V def2-TZVPD def2/J DEFGRID3
* xyz 0 1
I -1.97198 0.35439 1.88526
S 1.14804 1.20571 0.02578
P 0.41473 -0.12947 1.43015
F -0.90709 -0.19024 -0.99035
C 0.44410 -0.30093 -0.65518
H 0.87219 -0.93946 -1.69566
*
```

---

Which is most stable, and by how much? run a, by 32.0 kcal/mol.

---

Run a
Formula: C2H12O3S2
Source: OMol25
Level of theory: ωB97M-V with the def2-TZVPD basis set

Output
molecular weight: 148.2 g mol⁻¹
E_HOMO: -9.238 eV
SMILES string: CCSS.O.O.O

Geometry as ORCA input:
```
! RIJCOSX wB97M-V def2-TZVPD def2/J DEFGRID3
* xyz 0 1
S -1.85302 0.44810 -1.05483
S -2.46043 -0.44020 0.59907
O 3.30550 1.06699 1.90764
O 2.10668 -0.61952 -3.14628
O 2.33473 1.09049 -0.82643
C -1.13403 -0.27807 1.82119
C -0.06024 -1.37860 1.71017
H -1.24889 -0.50200 -1.80433
H 2.34552 -0.01853 -2.42209
H 3.46644 1.75178 2.56190
H 2.99490 0.85671 -0.14410
H 2.38743 0.79346 1.86018
H -1.72051 -0.43265 2.71765
H 1.18800 -0.87338 -3.05165
H 0.91844 -0.94905 1.86777
H -0.68983 0.70676 1.87014
H -0.12336 -1.88835 0.73628
H -0.14810 -2.16106 2.48076
H 2.61426 1.89923 -1.27313
*
```

---

Run b
Formula: C2H12O3S2
Source: OMol25
Level of theory: ωB97M-V with the def2-TZVPD basis set

Output
molecular weight: 148.2 g mol⁻¹
E_HOMO: -8.552 eV
SMILES string: CCSS.O.O.O

Geometry as ORCA input:
```
! RIJCOSX wB97M-V def2-TZVPD def2/J DEFGRID3
* xyz 0 1
S 0.48456 -0.83225 0.05164
S 2.19098 -1.19287 1.09506
O -3.85551 2.86830 0.16325
O -0.60424 2.61525 -0.50293
O -1.76351 0.41541 1.96948
C 1.03746 -0.98128 -2.67094
C 0.84511 -1.84318 -1.44147
H 0.16349 -0.37785 -2.92478
H -1.77606 -0.50685 1.82651
H 1.10317 -1.65712 -3.53199
H 1.86908 -0.28731 -2.56756
H 1.61371 -2.60519 -1.40555
H -1.51920 2.79975 -0.68708
H 2.21642 0.06891 1.60738
H -3.77656 3.51804 0.87175
H -0.35269 1.71910 -0.40196
H -3.90293 2.00713 0.55710
H -0.14771 -2.30004 -1.45611
H -0.94083 0.73009 2.33758
*
```

---

Which is most stable, and by how much? run a, by 8.9 kcal/mol.

---

Run a
Formula: C2H6N4O2
Source: OMol25
Level of theory: ωB97M-V with the def2-TZVPD basis set

Output
molecular weight: 118.1 g mol⁻¹
E_HOMO: -8.756 eV

Geometry as ORCA input:
```
! RIJCOSX wB97M-V def2-TZVPD def2/J DEFGRID3
* xyz 0 1
O -0.40245 0.62848 0.26374
O 0.32773 0.99833 -2.86843
N 0.34721 -1.34877 1.22478
N -0.97917 0.05394 2.43154
N -0.05879 -1.01234 -1.30069
N 0.01425 1.23176 -1.74672
C -0.17400 0.17973 -0.92139
C -0.35254 -0.31623 1.29762
H 1.19525 -1.20559 0.51086
H 0.75398 2.01407 -1.33846
H -1.28091 0.94920 2.94099
H -0.24815 -0.44703 3.25487
H -0.21889 -1.71581 -0.67736
H 1.07648 -0.00974 -3.07136
*
```

---

Run b
Formula: C2H6N4O2
Source: OMol25
Level of theory: ωB97M-V with the def2-TZVPD basis set

Output
molecular weight: 118.1 g mol⁻¹
E_HOMO: -9.746 eV
SMILES string: N/N=C(\NN)C(=O)O

Geometry as ORCA input:
```
! RIJCOSX wB97M-V def2-TZVPD def2/J DEFGRID3
* xyz 0 1
O -2.49989 0.88452 0.44906
O -2.63609 -1.14608 -0.25275
N 0.36322 -0.98251 -0.45668
N -0.10170 1.13958 -0.03271
N 1.46627 -1.24541 0.59633
N 1.26491 1.13959 -0.17387
C -1.94634 -0.20280 -0.05175
C -0.54851 0.05674 -0.14690
H -1.79800 1.67157 0.35301
H 1.71793 0.31583 -0.89927
H 2.19029 -0.53931 0.28804
H 1.03436 -1.20041 1.54684
H -0.03661 -2.02167 -0.60271
H 1.53017 2.13036 -0.61666
*
```

---

Which is most stable, and by how much? run b, by 46.9 kcal/mol.

---

Run a
Formula: C11H14BCoN7S
Source: OMol25
Level of theory: ωB97M-V with the def2-TZVPD basis set

Output
molecular weight: 346.1 g mol⁻¹
E_HOMO (alpha / beta): -6.617 / -7.746 eV
⟨S²⟩: 3.767

Geometry as ORCA input:
```
! RIJCOSX wB97M-V def2-TZVPD def2/J DEFGRID3
* xyz 0 4
Co -0.92544 -0.72013 0.99332
S 1.29855 0.42530 4.56158
N 0.45090 1.40792 -0.49541
N -0.70929 -0.28529 -1.78898
N -1.38464 -0.82662 -0.66746
N 1.79450 -0.53861 -1.22039
N 1.56111 -1.09829 -0.01262
N -0.15820 0.98316 0.66528
N 0.17120 -1.03819 2.47292
C 0.71360 2.71836 -0.40547
C -0.29714 2.06513 1.47293
C -2.80880 -0.68219 -2.41230
C 3.08388 -0.77822 -1.53362
C -2.64273 -1.13706 -1.10066
C 0.65806 -0.42761 3.39817
C 2.63441 -1.74944 0.43819
C 0.25342 3.17212 0.82534
C 3.63891 -1.55605 -0.51937
C -1.58008 -0.15973 -2.80301
C -2.58896 -0.70620 1.93092
B 0.67314 0.42691 -1.67770
H 1.18515 3.20023 -1.24458
H 2.60241 -2.28235 1.37675
H 0.31525 4.16974 1.20836
H -3.33642 -1.59098 -0.41479
H -2.30633 -0.87843 2.98565
H 3.49342 -0.39795 -2.46198
H 0.61554 -1.00166 0.37838
H 4.65234 -1.90355 -0.45299
H -3.20125 -1.55531 1.60053
H 0.97273 0.99203 -2.68920
H -3.17327 0.21985 1.84457
H -1.22114 0.29094 -3.71662
H -3.71072 -0.71852 -2.99587
H -0.72409 1.96070 2.46013
*
```

---

Run b
Formula: C11H14BCoN7S
Source: OMol25
Level of theory: ωB97M-V with the def2-TZVPD basis set

Output
molecular weight: 346.1 g mol⁻¹
E_HOMO (alpha / beta): -6.642 / -7.692 eV
⟨S²⟩: 3.772

Geometry as ORCA input:
```
! RIJCOSX wB97M-V def2-TZVPD def2/J DEFGRID3
* xyz 0 4
Co -1.13658 -0.47993 -0.31683
S 1.62127 -1.01523 3.28568
N -0.73373 -0.26550 -3.08726
N 0.34028 1.53652 -1.81621
N -0.05480 -0.99803 1.05988
N -1.36724 -0.80318 -1.93842
N 1.77582 -0.38269 -2.56741
N -0.21839 1.11927 -0.62169
N 1.61539 -1.05580 -1.39823
C 0.67463 2.83497 -1.70791
C -2.59382 -1.28582 -3.78176
C 0.38002 3.26521 -0.41547
C -2.48360 -1.45722 -2.40460
C -0.16929 2.17043 0.24837
C -2.88503 -0.09043 0.39487
C 3.03136 -0.63274 -3.00426
C 3.66060 -1.48873 -2.09163
C 0.67472 -1.02466 2.02171
C 2.73384 -1.71124 -1.06783
C -1.50330 -0.50276 -4.16292
B 0.58812 0.53766 -2.99131
H 0.79874 1.12900 -4.00265
H 0.53499 4.24230 -0.00187
H -2.83658 0.19445 1.45650
H 1.08983 3.35225 -2.55387
H -3.14797 -1.93245 -1.69954
H 2.79410 -2.27711 -0.14739
H -3.50333 -0.99415 0.27656
H -3.31030 0.75041 -0.17047
H -1.25160 -0.09529 -5.12031
H -3.36980 -1.67974 -4.40049
H -0.53930 2.06582 1.25758
H 3.39092 -0.15320 -3.90120
H 0.74362 -0.99065 -0.86448
H 4.65641 -1.88166 -2.16005
*
```

---

Which is most stable, and by how much? run b, by 11.6 kcal/mol.